(1)
{"formula": "C36H43N10O6SSiY", "method": "ωB97M-V/def2-TZVPD", "symbols": ["Y", "N", "C", "C", "C", "C", "C", "C", "S", "O", "O", "N", "C", "N", "C", "C", "C", "N", "H", "H", "H", "H", "H", "H", "H", "H", "H", "C", "O", "C", "C", "C", "C", "C", "C", "N", "N", "C", "C", "C", "C", "O", "C", "N", "C", "C", "C", "C", "H", "H", "H", "H", "H", "H", "H", "H", "H", "H", "H", "H", "N", "C", "C", "O", "O", "H", "H", "H", "H", "H", "C", "C", "C", "C", "N", "N", "C", "H", "H", "H", "H", "H", "H", "H", "H", "C", "Si", "C", "C", "H", "H", "H", "H", "H", "H", "H", "H", "H"], "xyz": [[0.937, 0.082, 0.333], [7.032, -0.022, -5.216], [6.309, -0.102, -4.035], [6.913, -0.563, -2.864], [6.208, -0.596, -1.675], [4.893, -0.157, -1.645], [4.277, 0.302, -2.802], [4.979, 0.331, -3.990], [3.978, -0.256, -0.151], [3.174, 0.976, -0.023], [4.887, -0.549, 0.912], [2.793, -1.309, -0.396], [3.005, -2.592, -0.792], [1.917, -3.199, -1.315], [2.045, -4.478, -1.644], [3.236, -5.168, -1.513], [4.312, -4.427, -1.048], [4.215, -3.157, -0.684], [7.843, -0.614, -5.279], [6.493, 0.004, -6.065], [7.944, -0.896, -2.891], [6.661, -0.963, -0.765], [3.251, 0.643, -2.768], [4.502, 0.701, -4.891], [1.159, -4.960, -2.045], [3.328, -6.209, -1.782], [5.298, -4.872, -0.960], [-4.474, 3.674, 3.293], [-5.563, 3.102, 2.587], [-5.592, 1.754, 2.460], [-6.642, 1.237, 1.703], [-6.755, -0.124, 1.523], [-5.803, -0.995, 2.050], [-4.781, -0.483, 2.837], [-4.673, 0.886, 3.046], [-6.047, -2.388, 1.790], [-5.151, -3.205, 1.536], [-3.776, -2.818, 1.401], [-2.862, -3.513, 2.147], [-1.498, -3.176, 2.163], [-1.015, -2.135, 1.390], [0.227, -1.738, 1.382], [-1.961, -1.451, 0.547], [-1.448, -0.444, -0.212], [-2.241, 0.198, -1.037], [-3.599, -0.127, -1.190], [-4.135, -1.120, -0.419], [-3.323, -1.802, 0.515], [-4.617, 4.749, 3.245], [-3.522, 3.413, 2.827], [-4.473, 3.356, 4.340], [-7.363, 1.924, 1.279], [-7.579, -0.541, 0.958], [-4.054, -1.144, 3.290], [-3.867, 1.264, 3.658], [-3.223, -4.322, 2.770], [-0.800, -3.737, 2.773], [-1.795, 1.002, -1.610], [-4.202, 0.415, -1.905], [-5.178, -1.390, -0.522], [-0.403, 0.205, 5.273], [-0.020, -0.169, 3.918], [1.387, 0.320, 3.624], [2.090, 0.658, 4.681], [1.857, 0.394, 2.505], [-0.959, -0.509, 5.723], [-0.920, 1.075, 5.284], [1.472, 0.554, 5.442], [-0.676, 0.224, 3.137], [-0.003, -1.252, 3.796], [1.052, -1.834, -5.103], [0.934, -0.698, -4.145], [0.871, 0.668, -4.345], [0.811, 1.237, -3.062], [0.819, 0.276, -2.142], [0.885, -0.890, -2.820], [0.799, 2.677, -2.676], [1.097, -1.458, -6.123], [0.198, -2.507, -5.023], [1.958, -2.411, -4.909], [0.877, 1.188, -5.289], [1.033, -1.768, -2.306], [0.717, 3.309, -3.559], [1.718, 2.936, -2.148], [-0.031, 2.903, -2.006], [0.924, 4.265, 0.797], [-0.244, 2.777, 1.055], [-0.661, 2.958, 2.931], [-1.901, 3.370, 0.288], [0.501, 5.181, 1.221], [1.117, 4.451, -0.263], [1.892, 4.086, 1.271], [-0.989, 3.980, 3.151], [0.214, 2.762, 3.560], [-1.467, 2.282, 3.241], [-2.175, 4.359, 0.669], [-2.717, 2.680, 0.530], [-1.867, 3.449, -0.803]], "forces_ev_per_a": [[0.242, -0.017, 0.165], [-0.011, -0.015, 0.008], [0.012, 0.007, -0.021], [0.006, -0.001, 0.001], [-0.012, 0.000, 0.002], [0.000, -0.003, 0.008], [0.007, 0.011, 0.001], [-0.011, -0.007, 0.008], [0.016, -0.046, -0.061], [-0.044, 0.010, -0.022], [0.012, 0.001, -0.009], [-0.027, 0.058, 0.023], [-0.025, -0.036, 0.014], [-0.012, 0.022, -0.007], [0.004, 0.002, -0.006], [-0.002, -0.004, 0.001], [0.005, -0.001, 0.001], [0.006, 0.010, -0.012], [0.001, 0.006, 0.001], [0.003, 0.005, 0.002], [0.002, -0.001, 0.002], [0.002, -0.003, 0.001], [0.002, 0.001, -0.005], [-0.001, 0.000, -0.002], [-0.001, 0.002, 0.001], [0.002, -0.002, 0.000], [0.000, -0.002, -0.001], [0.007, -0.003, 0.003], [-0.002, -0.011, -0.012], [0.005, 0.009, 0.001], [0.003, 0.003, 0.001], [-0.008, -0.010, -0.003], [0.007, -0.023, 0.002], [0.002, 0.019, -0.006], [0.000, 0.001, 0.001], [-0.019, 0.008, 0.017], [0.006, -0.002, -0.033], [-0.011, 0.006, 0.024], [-0.002, 0.010, -0.006], [0.028, -0.014, -0.009], [0.004, 0.004, 0.020], [-0.066, 0.107, -0.062], [-0.034, 0.006, 0.001], [0.010, -0.075, -0.057], [-0.023, 0.010, -0.005], [0.014, 0.000, 0.012], [0.013, -0.004, 0.006], [0.008, -0.005, -0.015], [0.001, 0.000, 0.002], [0.013, 0.005, 0.000], [0.004, 0.005, 0.000], [-0.003, 0.004, 0.000], [-0.001, 0.003, 0.000], [-0.002, -0.002, 0.001], [0.000, 0.002, 0.003], [-0.004, -0.002, 0.000], [-0.002, 0.000, 0.005], [-0.006, 0.001, -0.008], [0.002, 0.004, -0.001], [0.001, 0.002, -0.003], [0.017, -0.047, 0.028], [-0.014, 0.050, -0.029], [0.006, -0.005, 0.036], [-0.011, -0.026, 0.002], [-0.074, -0.020, -0.037], [-0.015, 0.003, -0.011], [0.020, 0.011, -0.004], [-0.005, 0.035, -0.015], [-0.002, -0.015, 0.003], [0.014, -0.002, 0.013], [0.001, 0.001, -0.005], [-0.020, -0.014, -0.014], [0.027, 0.012, 0.003], [-0.060, -0.031, 0.007], [0.036, 0.017, 0.001], [0.015, -0.027, 0.030], [-0.002, 0.008, 0.004], [0.000, -0.002, 0.000], [-0.002, -0.001, -0.001], [0.000, 0.001, 0.002], [0.004, -0.002, -0.003], [-0.005, 0.019, -0.012], [-0.002, -0.002, -0.002], [0.003, 0.002, 0.003], [-0.001, 0.001, 0.004], [-0.020, -0.005, 0.003], [-0.020, -0.039, 0.017], [0.009, 0.020, 0.012], [-0.007, -0.016, 0.006], [-0.001, 0.003, 0.001], [0.006, 0.005, -0.004], [0.003, 0.000, 0.003], [0.003, 0.003, -0.004], [-0.003, 0.006, 0.006], [-0.008, -0.006, -0.013], [-0.009, 0.004, 0.008], [-0.006, 0.002, -0.002], [0.004, 0.002, -0.004]], "spin_multiplicity": 1, "homo_ev": -6.739, "e_above_lowest_kj_mol": 0.00, "e_tot_ha": -3122.8239, "lumo_energy_ha": -0.00408}


(2)
{"formula": "C36H43N9O4PS3Zr", "method": "ωB97M-V/def2-TZVPD", "symbols": ["Zr", "N", "C", "C", "C", "C", "C", "C", "P", "C", "C", "C", "C", "C", "C", "C", "C", "C", "C", "C", "C", "H", "H", "H", "H", "H", "H", "H", "H", "H", "H", "H", "H", "H", "H", "H", "H", "N", "C", "C", "C", "C", "C", "C", "N", "C", "C", "C", "S", "C", "N", "H", "H", "H", "H", "H", "H", "H", "N", "C", "C", "C", "C", "N", "C", "N", "N", "C", "O", "O", "H", "H", "H", "H", "H", "H", "H", "H", "H", "H", "H", "H", "H", "H", "O", "S", "N", "C", "S", "C", "O", "H", "H", "H", "H", "H", "H"], "xyz": [[-0.270, -0.098, -0.205], [-2.502, 0.607, -0.913], [-2.743, 1.348, -2.151], [-3.779, 2.263, -2.223], [-3.979, 2.970, -3.400], [-3.150, 2.761, -4.494], [-2.125, 1.830, -4.417], [-1.912, 1.112, -3.241], [-0.656, -0.168, -3.036], [-1.430, -1.712, -3.545], [-2.777, -1.787, -3.884], [-3.335, -3.012, -4.229], [-2.548, -4.154, -4.237], [-1.200, -4.078, -3.901], [-0.639, -2.862, -3.549], [0.635, 0.139, -4.268], [1.839, 0.759, -3.940], [2.777, 1.034, -4.925], [2.524, 0.685, -6.245], [1.338, 0.043, -6.576], [0.399, -0.233, -5.593], [-2.935, -0.313, -1.004], [-2.990, 1.079, -0.157], [-4.425, 2.430, -1.368], [-4.789, 3.686, -3.465], [-3.308, 3.316, -5.410], [-1.486, 1.662, -5.275], [-3.396, -0.897, -3.904], [-4.381, -3.070, -4.502], [-2.983, -5.107, -4.512], [-0.587, -4.971, -3.918], [0.411, -2.804, -3.284], [2.047, 0.998, -2.909], [3.708, 1.526, -4.666], [3.249, 0.911, -7.018], [1.141, -0.243, -7.601], [-0.518, -0.747, -5.860], [-1.523, 2.770, 3.085], [-1.724, 3.612, 2.005], [-2.236, 4.901, 1.920], [-2.283, 5.462, 0.660], [-1.842, 4.755, -0.466], [-1.332, 3.473, -0.367], [-1.271, 2.894, 0.903], [-0.802, 1.634, 1.332], [-0.977, 1.620, 2.655], [-0.673, 0.581, 3.650], [-1.593, 0.159, 4.563], [-0.882, -0.998, 5.587], [0.606, -0.772, 4.788], [0.586, 0.058, 3.783], [-1.657, 2.994, 4.058], [-2.582, 5.439, 2.793], [-2.676, 6.464, 0.536], [-1.912, 5.220, -1.443], [-1.025, 2.946, -1.259], [-2.638, 0.426, 4.644], [1.495, -1.302, 5.106], [1.999, -0.505, 1.262], [2.975, -1.258, 0.445], [3.450, -2.545, 1.137], [4.208, -3.579, 0.304], [5.596, -3.197, -0.200], [5.506, -2.343, -1.388], [6.519, -2.091, -2.202], [7.756, -2.475, -1.896], [6.295, -1.412, -3.336], [2.269, -1.550, -0.874], [2.831, -1.671, -1.943], [0.972, -1.647, -0.708], [2.421, 0.034, 2.011], [1.421, -1.173, 1.768], [3.826, -0.617, 0.213], [2.562, -3.042, 1.539], [4.052, -2.251, 2.001], [3.605, -3.916, -0.545], [4.330, -4.461, 0.935], [6.126, -4.114, -0.466], [6.168, -2.691, 0.585], [4.579, -2.038, -1.686], [7.955, -2.960, -1.039], [8.525, -2.321, -2.526], [5.350, -1.270, -3.650], [7.025, -1.290, -4.017], [-1.788, -2.029, -0.639], [-1.675, -2.373, 0.811], [-0.936, -1.320, 1.551], [3.508, 2.278, -0.289], [1.779, 2.692, -0.256], [1.736, 3.862, -1.611], [1.096, 1.420, -0.839], [3.778, 1.873, -1.265], [3.682, 1.560, 0.507], [4.066, 3.192, -0.077], [0.880, 4.514, -1.462], [1.652, 3.309, -2.547], [2.659, 4.441, -1.590]], "forces_ev_per_a": [[0.590, 0.094, -0.216], [0.100, -0.040, 0.022], [-0.009, -0.013, 0.035], [-0.032, 0.000, 0.015], [-0.050, 0.041, -0.020], [0.006, 0.008, -0.019], [-0.008, 0.025, -0.001], [-0.040, 0.050, -0.124], [0.253, -0.038, 0.502], [-0.077, -0.013, -0.055], [-0.031, -0.033, -0.028], [0.006, -0.001, 0.010], [-0.003, -0.008, -0.003], [0.020, 0.000, 0.002], [-0.018, -0.023, -0.004], [-0.048, -0.006, -0.162], [0.001, -0.031, -0.011], [-0.023, -0.023, -0.011], [0.002, 0.001, -0.017], [-0.007, 0.000, 0.002], [0.029, 0.017, -0.032], [-0.049, -0.081, -0.018], [-0.042, 0.068, 0.066], [0.018, -0.003, -0.025], [0.031, -0.029, 0.017], [0.005, -0.027, 0.038], [0.000, -0.006, 0.014], [0.017, -0.011, 0.004], [0.028, 0.000, 0.006], [0.011, 0.022, 0.005], [-0.027, 0.029, 0.001], [-0.002, 0.008, -0.002], [0.005, 0.028, 0.057], [-0.014, 0.003, -0.005], [-0.030, -0.017, 0.036], [0.012, 0.014, 0.032], [0.018, 0.009, 0.014], [-0.021, 0.068, 0.020], [0.014, 0.004, 0.108], [-0.027, 0.010, 0.042], [-0.042, 0.060, -0.002], [0.022, -0.016, -0.047], [-0.039, 0.056, 0.035], [0.107, -0.086, -0.027], [-0.043, -0.272, -0.119], [0.092, 0.131, -0.015], [0.015, 0.145, 0.086], [-0.062, -0.168, -0.063], [-0.052, 0.125, 0.181], [0.074, -0.113, -0.204], [-0.016, 0.080, -0.006], [-0.031, 0.009, 0.030], [0.025, -0.026, -0.041], [0.021, -0.044, 0.012], [-0.005, -0.020, 0.055], [0.040, -0.029, -0.013], [0.086, -0.023, -0.016], [-0.070, 0.038, -0.027], [-0.294, -0.224, -0.067], [-0.053, 0.181, -0.053], [-0.038, 0.020, 0.082], [-0.018, -0.097, -0.065], [-0.021, 0.031, -0.037], [0.142, -0.004, 0.038], [0.030, -0.005, 0.002], [0.009, -0.009, -0.023], [0.034, -0.001, 0.035], [-0.334, 0.016, 0.419], [0.147, -0.099, 0.012], [-0.060, 0.182, -0.619], [0.053, 0.132, -0.064], [0.023, -0.005, 0.145], [0.059, 0.037, 0.055], [-0.006, -0.001, -0.027], [0.014, -0.023, -0.004], [0.015, 0.035, 0.031], [0.039, 0.017, 0.017], [0.007, -0.006, -0.007], [-0.013, 0.013, 0.014], [-0.139, -0.044, -0.041], [0.003, 0.007, 0.007], [-0.001, -0.006, -0.010], [-0.052, -0.025, -0.020], [0.016, -0.001, 0.013], [0.088, 0.125, 0.019], [-0.136, -0.209, 0.204], [-0.036, -0.046, -0.171], [0.093, -0.004, -0.011], [-0.064, -0.115, -0.010], [0.044, 0.004, -0.041], [-0.245, 0.184, 0.064], [-0.017, 0.019, 0.042], [0.033, 0.009, -0.035], [-0.017, -0.048, 0.000], [0.002, 0.005, -0.044], [0.031, -0.018, 0.013], [-0.064, 0.025, 0.020]], "spin_multiplicity": 1, "homo_ev": -15.118, "charge": 3, "e_above_lowest_kj_mol": 100.13, "e_tot_ha": -3773.8072, "lumo_energy_ha": -0.29141}


Calculated values (eV/A) of max |F| for the records, taken in order: 0.3; 0.6.
Calculated values (eV) of frontier orbital gap for the records, taken in order: 6.628; 7.188.